Computed, not measured: the ion C6H14NO with charge -1, with the ωB97M-V functional and the def2-TZVPD basis.

Structure (XYZ):
```
22
Properties=species:S:1:pos:R:3
C -0.5576 -2.3040 0.3731
C -0.0475 -0.9069 0.7648
C 1.1257 -1.1153 1.7113
C 0.4305 -0.1489 -0.5160
C -0.5416 0.9582 -0.9066
N -0.6034 1.2715 -2.3037
C -0.0502 2.3224 -0.1331
O 0.5874 3.1640 -0.9461
H 0.2144 -2.8348 -0.1871
H -1.4122 -2.2030 -0.3052
H -0.9168 -2.8503 1.2544
H -0.8529 -0.3470 1.2496
H 1.5792 -0.1439 1.9342
H 0.7692 -1.5180 2.6598
H 1.8287 -1.7980 1.2426
H 1.4155 0.2482 -0.2575
H 0.5884 -0.8869 -1.3054
H -1.5067 0.8083 -0.4186
H -1.5431 1.4116 -2.6305
H -0.0490 2.1443 -2.3617
H -0.9843 2.7649 0.3236
H 0.5262 1.9635 0.7581
```

The lowest unoccupied orbital energy is 3.69 eV. As for the total charge: -1. For the maximum force, the calculation gives 0.0397 hartree/bohr. The value obtained for the gap between HOMO and LUMO is 6.3 eV. Its SMILES is CC(C)C[C@H](N)C[O-].

=====

Computed, not measured: a structure of composition C21H57O8V, with the ωB97M-V functional and the def2-TZVPD basis.

Structure (XYZ):
```
87
Properties=species:S:1:pos:R:3
V 7.4894 -20.8086 9.8784
O 7.4722 -19.0104 8.8513
H 8.1035 -18.6861 8.1799
C 10.5093 -15.9439 6.7614
C 9.8258 -14.5958 6.7238
C 10.4036 -13.7234 5.6357
O 8.4188 -14.7854 6.5052
H 10.0238 -16.6307 7.4548
H 11.5568 -15.8396 7.0441
H 10.4336 -16.4425 5.7951
H 10.0036 -14.0753 7.6648
H 10.3173 -14.1194 4.6239
H 11.4418 -13.4516 5.8268
H 9.8774 -12.7742 5.5345
H 8.1264 -15.2877 7.2692
C 6.7093 -21.9542 5.5543
C 6.5212 -22.5632 6.9379
C 7.5730 -23.7123 7.1589
O 6.6868 -21.5501 7.8650
H 7.7187 -21.6088 5.3310
H 6.0069 -21.1822 5.2400
H 6.4682 -22.7492 4.8487
H 5.4993 -22.9407 6.9749
H 7.5533 -24.1183 8.1703
H 8.6098 -23.4313 6.9740
H 7.3297 -24.5723 6.5350
H 6.5382 -20.7030 7.4384
C 7.5723 -18.0068 5.5250
C 6.0807 -17.8409 5.9290
C 5.0375 -17.7741 4.7951
O 5.8353 -19.0571 6.7101
H 7.9655 -17.2050 4.9000
H 7.6153 -18.8641 4.8531
H 8.2423 -18.0894 6.3808
H 5.9142 -16.9567 6.5443
H 5.0904 -18.5539 4.0354
H 5.1429 -16.7972 4.3231
H 4.0095 -17.8608 5.1469
H 6.5253 -19.0448 7.3775
C 11.8589 -21.4771 9.4252
C 10.6861 -20.6438 8.9563
C 10.7201 -20.1685 7.5176
O 9.5107 -21.4228 9.1126
H 11.5600 -22.0358 10.3121
H 12.6542 -20.7653 9.6465
H 12.1171 -22.2076 8.6584
H 10.5790 -19.7422 9.5595
H 10.5570 -20.9398 6.7649
H 11.7126 -19.8356 7.2140
H 9.9567 -19.3980 7.4097
H 9.8955 -22.2640 9.3694
C 6.4449 -14.2167 9.3888
C 6.4932 -15.7880 9.4322
C 5.1507 -16.3325 9.2183
O 7.4093 -16.3285 8.4865
H 6.2837 -13.8531 8.3739
H 7.4099 -13.8319 9.7185
H 5.5807 -13.9227 9.9845
H 6.8700 -16.1265 10.3974
H 4.4049 -15.9818 9.9316
H 5.0866 -17.4171 9.3057
H 4.7347 -16.0918 8.2399
H 7.3953 -17.2772 8.6324
C 10.0272 -20.3502 13.0802
C 8.6827 -19.6457 12.9925
C 8.6740 -18.2354 13.6150
O 8.2984 -19.6134 11.6149
H 9.9529 -21.3406 12.6312
H 10.2901 -20.4508 14.1332
H 10.8661 -19.7746 12.6891
H 7.9795 -20.2887 13.5218
H 8.2315 -18.3579 14.6036
H 7.9685 -17.5481 13.1480
H 9.6343 -17.7271 13.5289
H 8.8420 -18.9105 11.2515
C 10.1100 -15.3102 10.9754
C 10.7723 -16.5424 10.4082
C 11.8906 -17.0759 11.2960
O 9.7360 -17.4836 10.2224
H 10.8436 -14.5072 11.0477
H 9.7955 -15.5608 11.9885
H 9.2965 -14.8760 10.3942
H 11.1956 -16.3057 9.4320
H 12.4211 -17.8931 10.8074
H 11.6090 -17.3665 12.3081
H 12.6214 -16.2724 11.3876
H 9.0640 -17.1215 9.6402
```

The lowest unoccupied orbital energy (alpha / beta) is -3.79 / -3.86 eV. As for the total charge: +1. For the maximum force, the calculation gives 0.0625 hartree/bohr. The value obtained for the gap between HOMO and LUMO (alpha / beta) is 7.9 / 7.9 eV. As for the multiplicity: 4.

=====

Look up the maximum force of the second one. 0.0625 hartree/bohr

=====

maximum force of number 1 (C6H14NO)? 0.0397 hartree/bohr

=====

Which of these has the highest maximum force? C21H57O8V